(1)
C28H77N7O7 | the ωB97M-V functional and the def2-TZVPD basis

Computed properties:
Gap between HOMO and LUMO, eV: 9.8154

Each line ends with the Löwdin charge.
Cartesian coordinates (Å):
C: 1.660 8.858 -2.672  -0.105
O: 1.223 7.512 -2.720  -0.191
C: 0.250 7.254 -1.727  -0.225
C: 0.236 5.754 -1.455  -0.415
C: -0.074 4.897 -2.691  -0.056
N: -0.696 5.444 -0.354  0.044
H: 0.771 9.488 -2.735  0.093
H: 2.439 9.042 -3.418  0.087
H: 2.333 8.976 -1.803  0.092
H: 0.390 7.792 -0.782  0.120
H: -0.718 7.621 -2.091  0.133
H: 1.218 5.427 -1.095  0.137
H: 0.682 5.063 -3.462  0.074
H: -1.058 5.122 -3.105  0.080
H: -0.025 3.825 -2.485  0.054
H: -0.858 6.339 0.093  0.063
H: -0.338 4.781 0.314  0.064
C: -2.914 -2.053 -6.978  -0.089
O: -2.026 -1.030 -6.504  -0.217
C: -0.966 -1.538 -5.685  -0.195
C: -0.267 -0.251 -5.193  -0.449
C: 1.023 -0.590 -4.485  -0.071
N: -1.115 0.440 -4.225  0.044
H: -3.900 -1.979 -6.521  0.083
H: -2.489 -3.035 -6.769  0.080
H: -2.984 -1.879 -8.051  0.085
H: -1.333 -2.097 -4.817  0.128
H: -0.372 -2.178 -6.344  0.128
H: -0.177 0.377 -6.085  0.137
H: 0.720 -1.293 -3.708  0.074
H: 1.528 0.299 -4.102  0.076
H: 1.764 -1.050 -5.144  0.078
H: -1.974 0.661 -4.719  0.072
H: -0.699 1.275 -3.839  0.055
C: -2.685 3.065 0.134  -0.128
O: -3.565 2.037 0.506  -0.225
C: -4.809 2.483 1.022  -0.185
C: -5.852 1.356 0.791  -0.452
C: -6.093 1.172 -0.675  -0.074
N: -7.035 1.843 1.506  0.024
H: -3.032 3.711 -0.673  0.088
H: -1.716 2.616 -0.097  0.052
H: -2.477 3.594 1.079  0.087
H: -4.703 2.648 2.099  0.123
H: -5.116 3.343 0.425  0.127
H: -5.524 0.377 1.161  0.130
H: -5.229 0.794 -1.213  0.078
H: -6.569 2.014 -1.185  0.084
H: -6.898 0.425 -0.750  0.078
H: -6.817 1.823 2.503  0.070
H: -7.784 1.149 1.519  0.074
C: -2.803 -1.827 0.351  -0.094
O: -1.435 -1.572 0.641  -0.190
C: -1.044 -0.293 0.147  -0.207
C: 0.418 -0.347 -0.300  -0.416
C: 1.316 -0.833 0.831  -0.054
N: 0.862 0.991 -0.730  0.051
H: -3.421 -0.941 0.531  0.072
H: -3.030 -2.743 0.895  0.082
H: -2.937 -2.020 -0.726  0.090
H: -1.655 -0.017 -0.718  0.121
H: -1.116 0.454 0.945  0.111
H: 0.544 -1.037 -1.136  0.130
H: 2.373 -0.631 0.638  0.063
H: 1.197 -1.913 0.923  0.074
H: 1.154 -0.305 1.775  0.063
H: 0.507 1.058 -1.687  0.043
H: 0.296 1.719 -0.292  0.043
C: 5.096 -1.985 -0.567  -0.095
O: 5.976 -2.664 -1.435  -0.222
C: 5.494 -2.887 -2.732  -0.204
C: 6.589 -3.479 -3.649  -0.379
C: 6.628 -4.999 -3.607  -0.086
N: 7.945 -2.960 -3.198  0.019
H: 4.581 -1.172 -1.097  0.084
H: 5.612 -1.453 0.229  0.090
H: 4.347 -2.726 -0.274  0.092
H: 4.663 -3.604 -2.641  0.121
H: 5.001 -1.997 -3.144  0.120
H: 6.631 -3.128 -4.683  0.122
H: 6.934 -5.294 -2.596  0.083
H: 7.391 -5.418 -4.264  0.075
H: 5.672 -5.491 -3.796  0.073
H: 8.513 -3.773 -2.962  0.052
H: 7.772 -2.634 -2.246  0.048
C: -1.691 -4.866 7.177  -0.107
O: -0.971 -5.404 6.090  -0.194
C: -0.890 -4.616 4.937  -0.221
C: -0.590 -5.543 3.751  -0.398
C: -0.155 -4.729 2.483  -0.071
N: -1.792 -6.247 3.282  0.024
H: -1.185 -4.017 7.643  0.085
H: -1.771 -5.674 7.900  0.086
H: -2.695 -4.574 6.854  0.085
H: -1.863 -4.158 4.700  0.122
H: -0.173 -3.798 5.086  0.126
H: 0.313 -6.143 3.844  0.136
H: -0.982 -4.205 2.006  0.059
H: 0.451 -5.276 1.762  0.072
H: 0.573 -3.957 2.777  0.065
H: -2.132 -6.803 4.073  0.071
H: -2.547 -5.576 3.168  0.064
C: 2.976 -0.507 4.377  -0.104
O: 1.595 -0.180 4.531  -0.208
C: 1.462 1.166 5.003  -0.212
C: -0.012 1.549 5.128  -0.412
C: -0.621 1.732 3.742  -0.073
N: -0.090 2.831 5.866  0.024
H: 3.253 -0.190 3.368  0.082
H: 3.033 -1.597 4.397  0.086
H: 3.609 -0.126 5.179  0.086
H: 1.839 1.168 6.032  0.121
H: 2.018 1.841 4.350  0.130
H: -0.680 0.870 5.654  0.143
H: 0.051 2.193 3.009  0.074
H: -1.605 2.186 3.707  0.073
H: -0.588 0.702 3.349  0.068
H: 0.655 3.491 5.702  0.065
H: -0.222 2.658 6.851  0.062

(2)
C28H77N7O7 | the ωB97M-V functional and the def2-TZVPD basis

Computed properties:
Gap between HOMO and LUMO, eV: 7.8930

Each line ends with the Löwdin charge.
Cartesian coordinates (Å):
C: 1.869 -2.373 -2.157  0.012
C: 2.074 -0.779 -2.388  -0.313
C: 3.111 -0.355 -3.384  -0.127
O: 4.377 -0.907 -2.868  -0.223
C: 5.413 -0.704 -3.835  -0.097
N: 0.712 -0.384 -2.827  -0.079
H: 1.675 -2.919 -3.080  0.095
H: 1.074 -2.623 -1.454  0.083
H: 2.777 -2.748 -1.684  0.068
H: 2.148 -0.361 -1.384  -0.002
H: 3.149 0.735 -3.401  0.068
H: 3.001 -0.814 -4.366  0.133
H: 5.370 -1.280 -4.759  0.082
H: 6.383 -0.794 -3.345  0.092
H: 5.283 0.305 -4.227  0.077
H: 0.546 0.612 -2.872  0.109
H: 0.599 -0.628 -3.801  0.048
C: 1.373 -1.499 1.427  -0.092
C: 2.492 -2.107 0.618  -0.367
C: 3.992 -1.855 1.078  -0.147
O: 4.257 -2.326 2.414  -0.181
C: 5.612 -1.941 2.816  -0.072
N: 2.233 -3.531 0.509  0.077
H: 0.470 -1.731 0.863  0.048
H: 1.495 -0.420 1.523  0.143
H: 1.262 -1.960 2.409  0.018
H: 2.343 -1.606 -0.339  0.048
H: 4.109 -0.773 1.023  0.016
H: 4.722 -2.283 0.392  0.136
H: 5.678 -0.859 2.929  0.084
H: 6.293 -2.283 2.036  0.080
H: 5.974 -2.362 3.754  0.081
H: 2.832 -3.839 -0.243  0.065
H: 2.626 -4.037 1.290  0.084
C: -1.110 -1.349 0.514  -0.113
C: -0.387 -0.250 -0.349  -0.215
C: -0.730 1.129 0.273  -0.147
O: -2.053 1.351 -0.097  -0.163
C: -2.673 2.594 0.134  -0.126
N: 1.101 -0.426 -0.298  -0.137
H: -0.947 -2.395 0.256  0.133
H: -2.157 -1.101 0.338  0.031
H: -0.998 -1.138 1.578  -0.039
H: -0.707 -0.409 -1.379  0.108
H: -0.133 1.910 -0.199  0.107
H: -0.628 1.141 1.358  0.137
H: -3.594 2.855 -0.388  0.059
H: -1.978 3.430 0.045  0.106
H: -3.020 2.682 1.163  0.087
H: 1.346 -1.405 -0.326  -0.011
H: 1.564 -0.059 -1.117  -0.044
C: -5.533 7.061 3.022  -0.079
C: -5.191 5.666 2.539  -0.434
C: -4.975 5.486 1.014  -0.115
O: -4.340 4.204 0.590  -0.255
C: -5.098 3.031 0.602  -0.171
N: -3.869 5.468 3.168  0.026
H: -4.834 7.883 2.866  0.084
H: -5.732 6.925 4.085  0.082
H: -6.502 7.224 2.549  0.075
H: -5.937 4.959 2.902  0.135
H: -4.461 6.364 0.624  0.127
H: -5.992 5.550 0.626  0.112
H: -5.926 3.220 -0.081  0.102
H: -5.601 2.867 1.555  0.100
H: -4.597 2.114 0.292  0.074
H: -3.253 6.148 2.747  0.071
H: -3.573 4.509 3.052  0.062
C: -1.028 -1.581 3.105  -0.058
C: -0.508 -2.802 3.829  -0.372
C: -0.414 -4.057 2.939  -0.153
O: -1.715 -4.476 2.398  -0.191
C: -2.672 -4.777 3.393  -0.127
N: 0.893 -2.500 4.161  0.043
H: -0.408 -1.239 2.276  0.014
H: -1.289 -0.797 3.817  0.112
H: -1.977 -1.786 2.608  0.092
H: -1.021 -3.051 4.758  0.131
H: 0.056 -4.851 3.519  0.117
H: 0.297 -3.940 2.121  0.100
H: -3.560 -5.202 2.925  0.083
H: -3.021 -3.816 3.770  0.077
H: -2.363 -5.470 4.176  0.090
H: 1.289 -2.228 3.273  -0.038
H: 1.481 -3.240 4.519  0.078
C: -0.904 -1.449 -3.536  -0.112
C: -2.411 -1.699 -3.896  -0.382
C: -3.254 -1.375 -2.649  -0.206
O: -2.860 -2.037 -1.467  -0.189
C: -3.746 -1.700 -0.376  -0.104
N: -2.835 -0.682 -4.861  0.031
H: -0.718 -0.379 -3.449  0.075
H: -0.245 -1.683 -4.372  0.094
H: -0.583 -2.145 -2.760  0.095
H: -2.491 -2.729 -4.242  0.133
H: -4.217 -1.754 -2.992  0.121
H: -3.204 -0.317 -2.393  0.129
H: -3.283 -2.092 0.530  0.077
H: -4.792 -1.991 -0.462  0.098
H: -3.683 -0.616 -0.285  0.078
H: -2.218 -0.822 -5.649  0.068
H: -3.765 -0.969 -5.132  0.067
C: 3.839 0.430 -0.277  -0.044
C: 3.922 1.900 -0.458  -0.397
C: 2.582 2.601 -0.659  -0.193
O: 1.997 2.233 -1.886  -0.207
C: 2.605 2.784 -3.103  -0.050
N: 4.437 2.448 0.776  0.039
H: 2.791 0.132 -0.242  0.065
H: 4.353 -0.021 0.573  0.039
H: 4.244 -0.137 -1.115  0.100
H: 4.635 2.212 -1.222  0.137
H: 2.703 3.675 -0.518  0.122
H: 1.849 2.282 0.082  0.115
H: 3.585 2.310 -3.138  0.065
H: 2.641 3.871 -3.174  0.099
H: 2.008 2.279 -3.862  0.089
H: 4.252 3.441 0.782  0.064
H: 3.919 1.999 1.518  0.077

(3)
C28H78F6NO17S2 | the ωB97M-V functional and the def2-TZVPD basis

Computed properties:
⟨S²⟩: 0.750
Gap between HOMO and LUMO (alpha / beta), eV: 1.3072 / 8.7122
Spin multiplicity: 2
Total charge: -2

Each line ends with the Löwdin charge.
Cartesian coordinates (Å):
C: -0.279 0.147 -3.789  -0.614
F: -0.688 -0.938 -4.369  0.164
F: 0.704 0.608 -4.591  0.124
F: -1.294 0.983 -3.556  0.142
S: 0.610 -0.348 -2.058  0.742
O: 1.524 -1.438 -2.346  -0.292
O: 1.279 0.862 -1.469  -0.345
N: -0.678 -0.928 -1.111  -0.325
S: -0.977 0.176 -0.062  0.588
O: -1.023 1.613 -0.508  -0.339
O: -2.180 -0.171 0.609  -0.294
C: 0.460 -0.128 1.338  -0.549
F: -0.124 0.101 2.520  0.112
F: 0.850 -1.424 1.403  0.098
F: 1.585 0.602 1.161  0.095
C: 4.374 -0.731 -0.921  -0.099
C: 4.971 -0.106 -2.135  -0.341
O: 4.137 -0.513 -3.159  -0.063
H: 5.071 -0.447 -0.132  0.065
H: 4.117 -1.785 -1.023  0.083
H: 3.431 -0.296 -0.591  0.051
H: 6.019 -0.405 -2.120  0.106
H: 5.077 0.973 -2.021  0.092
H: 4.127 -1.471 -3.102  0.079
C: 1.376 -4.660 0.548  -0.106
C: 1.152 -4.264 -0.841  -0.294
O: -0.117 -3.594 -1.081  -0.090
H: 0.553 -5.189 1.029  0.067
H: 1.497 -3.807 1.215  0.049
H: 2.280 -5.250 0.698  0.076
H: 0.926 -5.169 -1.406  0.111
H: 2.046 -3.740 -1.177  0.100
H: 0.072 -2.653 -1.070  -0.010
C: 1.068 4.624 0.862  -0.066
C: 0.546 3.920 2.066  -0.365
O: 1.056 4.528 3.237  -0.076
H: 2.149 4.726 0.955  0.063
H: 0.600 5.608 0.853  0.077
H: 0.927 4.054 -0.057  0.068
H: 0.649 2.846 2.218  0.090
H: -0.537 3.794 2.072  0.097
H: 0.679 3.962 3.914  0.017
C: 6.581 3.406 -0.606  -0.076
C: 5.114 3.114 -0.196  -0.343
O: 5.026 2.080 0.714  -0.068
H: 7.001 2.620 -1.234  0.055
H: 7.269 3.239 0.223  0.070
H: 6.633 4.328 -1.185  0.070
H: 4.553 2.885 -1.102  0.093
H: 4.718 4.011 0.280  0.102
H: 4.098 1.862 0.834  0.082
C: -4.806 1.996 -4.134  -0.098
C: -5.168 2.211 -5.614  -0.293
O: -6.577 2.049 -5.661  -0.089
H: -5.003 0.990 -3.763  0.066
H: -5.273 2.594 -3.351  0.072
H: -3.771 2.254 -3.908  0.064
H: -4.562 1.615 -6.297  0.112
H: -4.833 3.236 -5.775  0.095
H: -6.982 2.333 -4.838  0.074
C: -1.658 -3.680 2.774  -0.089
C: -2.385 -4.515 1.782  -0.392
O: -2.620 -3.952 0.581  -0.059
H: -0.666 -3.488 2.367  0.057
H: -1.599 -4.224 3.717  0.073
H: -2.084 -2.708 3.023  0.077
H: -3.370 -4.804 2.147  0.106
H: -1.770 -5.348 1.440  0.111
H: -3.117 -3.136 0.667  0.085
C: 1.312 3.662 -3.722  -0.078
C: 2.815 3.904 -3.934  -0.296
O: 3.040 4.619 -5.156  -0.096
H: 0.909 4.623 -3.403  0.070
H: 1.184 3.025 -2.846  0.052
H: 0.758 3.236 -4.559  0.067
H: 3.483 3.048 -3.842  0.109
H: 3.118 4.539 -3.102  0.096
H: 2.704 5.516 -5.097  0.071
C: -4.757 -2.523 -2.728  -0.076
C: -3.521 -1.718 -2.729  -0.408
O: -2.526 -2.418 -2.122  -0.078
H: -4.516 -3.503 -3.139  0.077
H: -5.546 -2.103 -3.351  0.067
H: -5.111 -2.579 -1.698  0.081
H: -3.665 -0.835 -2.106  0.110
H: -3.277 -1.315 -3.712  0.098
H: -1.884 -1.735 -1.919  -0.012
C: -4.033 3.071 0.971  -0.081
C: -5.294 2.275 1.201  -0.372
O: -6.413 2.877 0.682  -0.077
H: -3.191 2.509 1.373  0.062
H: -3.986 4.088 1.362  0.074
H: -3.941 3.043 -0.115  0.075
H: -5.521 2.193 2.264  0.103
H: -5.167 1.248 0.858  0.118
H: -6.412 3.784 0.996  0.080
C: -0.601 -1.655 5.502  -0.118
C: 0.146 -1.404 6.878  -0.470
O: -0.756 -0.895 7.844  -0.284
H: -1.465 -2.313 5.594  0.047
H: -0.032 -2.051 4.661  0.045
H: -1.148 -0.777 5.157  0.040
H: 1.019 -0.756 6.804  0.057
H: 0.550 -2.301 7.347  0.044
H: -0.542 -1.421 8.618  0.007
C: 4.182 -2.054 4.264  -0.112
C: 4.123 -2.680 2.842  -0.318
O: 5.359 -2.539 2.211  -0.095
H: 3.336 -2.519 4.772  0.059
H: 4.242 -0.979 4.435  0.057
H: 5.097 -2.263 4.818  0.058
H: 3.382 -2.159 2.235  0.090
H: 3.844 -3.732 2.904  0.108
H: 5.639 -1.626 2.309  0.076
C: -2.173 3.160 5.333  -0.121
C: -0.852 2.651 4.982  -0.377
O: 0.127 3.428 5.597  -0.146
H: -2.822 2.538 4.716  0.075
H: -2.228 4.207 5.036  0.081
H: -2.372 3.014 6.395  0.069
H: -0.811 2.602 3.894  0.090
H: -0.794 1.615 5.316  0.106
H: 0.301 3.173 6.506  0.076
C: -0.289 -4.594 -5.302  -0.095
C: -1.230 -4.019 -4.217  -0.298
O: -1.717 -5.112 -3.396  -0.081
H: -0.743 -5.304 -5.994  0.060
H: 0.659 -4.963 -4.912  0.073
H: -0.110 -3.756 -5.976  0.062
H: -2.071 -3.605 -4.774  0.105
H: -0.601 -3.347 -3.633  0.087
H: -1.972 -5.734 -4.081  0.057

Let's list energy in order: -55041.8891; -55018.5525; -104564.6679 eV.